DFT (ωB97M-V/def2-TZVPD) results for a cluster of 2 separate species, C13H14N in total in a non-equilibrium geometry.

Results
Highest occupied orbital energy, eV: -12.5
Charge: +1
Total energy, eV: -15187.9275
Kohn-Sham gap, eV: 7.89

Structure (XYZ):
```
28
Properties=species:S:1:pos:R:3:nbo_charge:R:1
C -3.20 1.06 -0.56 -0.06
H -1.48 1.89 0.25 0.23
C 1.29 0.41 -1.00 -0.21
H 1.65 -1.64 -1.30 0.22
H -1.21 -2.03 -0.11 0.29
C 1.96 -0.76 -0.88 -0.27
N -0.47 0.01 1.43 -0.26
C -2.12 1.10 0.22 -0.26
H -2.37 -2.16 1.16 0.29
C 3.21 -0.83 -0.35 -0.19
H -3.57 1.93 -0.89 0.23
H 3.73 2.45 0.23 0.23
C 0.54 0.16 2.03 0.09
H -3.75 -2.33 -0.64 0.23
C 1.97 1.61 -0.73 -0.23
H 1.54 2.52 -0.83 0.22
H 1.50 0.01 1.50 0.24
C 3.20 1.54 -0.18 -0.21
H 3.59 -1.81 -0.05 0.22
C -3.85 -0.25 -0.90 -0.24
H 4.93 0.22 0.58 0.25
C 3.89 0.36 0.15 -0.21
H 0.24 0.40 -1.30 0.20
C -1.57 -0.14 0.83 0.37
H 0.65 0.25 3.09 0.22
C -2.07 -1.46 0.40 -0.54
C -3.19 -1.43 -0.57 -0.11
H -4.74 -0.30 -1.62 0.26
```

=====

DFT (ωB97M-V/def2-TZVPD) results for a structure of composition C13H14N2O2PtS.

Results
Highest occupied orbital energy (spin up / spin down), eV: -15.6 / -15.6
Charge: +2
Total energy, eV: -34848.9022
Kohn-Sham gap (spin up / spin down), eV: 4.70 / 4.70

Structure (XYZ):
```
33
Properties=species:S:1:pos:R:3:nbo_charge:R:1
C 0.53 -0.49 -3.68 -0.01
H 0.92 1.51 4.27 0.24
C -0.39 -2.43 -0.65 -0.34
H -0.73 -4.88 -3.01 0.28
C -0.14 -2.84 -3.37 0.10
H 0.65 -0.64 -4.75 0.26
C 0.00 -1.32 -1.48 0.31
C -0.53 -3.92 -2.57 -0.24
O -1.23 -0.45 5.10 -0.47
H -0.53 1.97 5.16 0.28
H -0.04 -2.99 -4.44 0.26
C -0.66 -3.72 -1.22 -0.01
N 0.08 1.94 1.80 -0.82
C 0.13 -1.55 -2.85 -0.19
H 1.11 1.56 -3.69 0.27
C -0.68 0.10 4.20 0.77
H 0.01 2.73 -0.85 0.24
C -0.65 2.34 3.05 -0.22
Pt -0.08 -0.10 1.23 0.85
H -0.23 2.56 1.06 0.41
C 0.64 0.89 -1.71 0.35
H -0.46 3.40 3.22 0.23
N 0.23 -0.11 -0.89 -0.49
H 1.62 2.16 -0.30 0.24
S -0.48 -2.21 0.97 0.71
C 0.79 0.71 -3.10 -0.24
H -0.95 -4.53 -0.56 0.27
H 1.41 2.87 -1.90 0.27
C 0.94 2.24 -1.15 -0.67
C -0.18 1.51 4.23 -0.55
H 1.07 2.14 1.94 0.41
O -0.44 -0.62 3.07 -0.75
H -1.71 2.21 2.87 0.23
```

=====

DFT (ωB97M-V/def2-TZVPD) results for a cluster of 2 separate species, C13H14N3O2 in total in a non-equilibrium geometry.

Results
Highest occupied orbital energy, eV: -3.2
Charge: -1
Total energy, eV: -22270.8832
Kohn-Sham gap, eV: 5.43

Structure (XYZ):
```
32
Properties=species:S:1:pos:R:3:nbo_charge:R:1
N -2.69 0.78 -2.33 0.49
H 1.29 5.20 1.37 0.19
O -2.77 1.50 -3.36 -0.44
O -3.67 0.64 -1.54 -0.44
H -0.21 5.86 0.69 0.20
H 1.01 5.15 -0.39 0.20
H 0.15 -3.92 1.98 0.20
C 1.59 -3.21 0.54 -0.02
N -0.79 3.30 1.80 -0.55
C -0.67 -2.36 0.74 -0.15
C -0.12 2.65 -0.26 -0.18
H 2.37 -5.16 1.01 0.21
H 0.33 2.67 -1.24 0.17
C -1.54 0.09 -1.98 -0.17
H -1.65 -2.35 1.22 0.21
H -0.68 0.16 -2.63 0.21
C -1.22 2.02 1.51 0.06
H -1.80 1.40 2.19 0.16
N -0.81 1.62 0.27 -0.57
C -1.51 -0.58 -0.78 0.02
C 0.33 -3.22 1.16 -0.23
C 1.80 -2.35 -0.55 -0.23
C 0.80 -1.50 -1.00 -0.10
H 3.59 -3.99 0.49 0.21
H 0.97 -0.84 -1.85 0.20
H 2.77 -2.36 -1.05 0.20
C 0.53 5.05 0.59 -0.62
C -0.10 3.72 0.71 0.04
C -0.47 -1.47 -0.35 -0.12
C 2.67 -4.11 1.06 -0.63
H 2.89 -3.89 2.11 0.22
H -2.38 -0.51 -0.12 0.25
```

=====

DFT (ωB97M-V/def2-TZVPD) results for a structure of composition C13H15BrN2O5W in a non-equilibrium geometry.

Results
Highest occupied orbital energy, eV: -15.9
Charge: +2
Total energy, eV: -98793.9044
Kohn-Sham gap, eV: 6.78

Structure (XYZ):
```
37
Properties=species:S:1:pos:R:3:nbo_charge:R:1
O -0.48 0.30 0.79 -0.56
O 0.91 1.08 -1.45 -0.69
C 0.12 0.38 2.16 0.10
H -1.65 0.18 -2.82 0.26
O 2.96 0.09 0.01 -0.56
H 2.20 -1.91 -2.96 0.42
C -1.36 2.22 1.82 -0.43
O 2.35 2.83 -1.12 -0.42
C -2.82 -1.41 -1.85 -0.08
C 1.53 2.13 -0.65 0.80
C 0.93 2.15 0.74 -0.36
C -1.42 -2.93 -0.65 -0.01
C 1.44 1.03 1.75 -0.30
H 1.10 3.15 1.14 0.29
H -1.58 0.74 3.43 0.25
H -1.00 2.01 -0.34 0.24
N -0.45 -1.24 -2.00 -0.44
H -1.23 3.28 2.02 0.25
H -1.32 -3.82 -0.04 0.27
H 2.03 1.43 2.57 0.29
C -0.80 1.30 2.93 -0.43
C 2.16 -0.06 0.99 0.60
N 2.53 -1.34 -2.18 -1.00
H -3.59 -2.88 -0.50 0.28
C -0.29 -2.37 -1.21 -0.28
H -2.42 2.04 1.65 0.24
H 0.49 -3.09 -1.48 0.29
H 3.30 -1.84 -1.72 0.44
O 1.67 -1.35 1.01 -0.61
H -0.24 1.84 3.69 0.25
H 0.21 -0.62 2.56 0.26
C -0.56 1.78 0.62 0.10
H 2.96 -0.51 -2.59 0.45
Br -4.43 -0.75 -2.40 0.29
C -1.61 -0.77 -2.30 0.13
C -2.71 -2.43 -0.93 -0.19
W 1.09 -0.64 -0.71 1.86
```

=====

DFT (ωB97M-V/def2-TZVPD) results for the molecule C13H15Cl2N3O2 in a non-equilibrium geometry.

Results
Highest occupied orbital energy, eV: -8.6
Total energy, eV: -47332.1001
Kohn-Sham gap, eV: 9.23
Structure (SMILES): CCCCNc1nnc(COc2cc(Cl)ccc2Cl)o1

Structure (XYZ):
```
35
Properties=species:S:1:pos:R:3:nbo_charge:R:1
H 6.15 0.51 3.94 0.23
H 4.74 2.43 4.37 0.23
N -2.57 0.94 -1.25 -0.64
H -2.45 1.40 -3.36 0.21
H -4.57 0.20 -3.51 0.19
Cl 2.04 3.02 3.53 0.04
C 3.51 -0.52 2.25 -0.30
C -0.39 -0.21 1.21 0.41
H -3.64 -0.13 -5.05 0.21
C -1.92 0.81 -2.57 -0.22
C 2.68 0.63 2.44 0.29
O -0.54 0.12 -0.03 -0.40
C -1.85 -0.68 -2.97 -0.41
C 0.84 -0.64 1.69 -0.12
H 1.36 -1.28 0.99 0.20
H -3.19 -2.38 -3.43 0.21
C -1.83 0.53 -0.07 0.62
C 5.16 0.52 3.55 -0.26
H -1.34 -1.32 -2.26 0.21
C -4.13 -0.59 -4.14 -0.62
N -2.40 0.50 1.07 -0.34
C -3.19 -1.35 -3.19 -0.42
H -3.57 -1.52 -2.19 0.20
H -3.57 0.99 -1.22 0.42
H 3.24 -1.37 1.66 0.23
H -1.18 -0.67 -3.85 0.20
O 1.45 0.65 1.84 -0.48
C 4.74 -0.60 2.93 0.01
N -1.45 0.01 1.89 -0.27
C 3.10 1.68 3.27 -0.08
H -4.95 -1.23 -4.39 0.22
Cl 5.58 -2.14 2.91 0.01
H 0.71 -1.14 2.64 0.23
C 4.36 1.59 3.85 -0.20
H -0.92 1.22 -2.52 0.21
```

=====

DFT (ωB97M-V/def2-TZVPD) results for a cluster of 4 separate species, C13H15Cl4N3 in total in a non-equilibrium geometry.

Results
Highest occupied orbital energy, eV: -8.1
Total energy, eV: -68282.7919
Kohn-Sham gap, eV: 8.36
Structure (SMILES): ClC(Cl)(Cl)Cl.c1cc[nH]c1.c1cc[nH]c1.c1cc[nH]c1

Structure (XYZ):
```
35
Properties=species:S:1:pos:R:3:nbo_charge:R:1
C 1.76 -6.03 -1.10 -0.31
H 4.54 2.08 0.96 0.41
C -1.00 3.98 1.89 -0.29
C -0.26 -5.32 -1.77 -0.07
H -0.24 3.48 2.47 0.23
C 1.49 1.52 0.45 -0.30
N -2.87 4.26 0.72 -0.52
Cl -1.82 -2.67 1.16 0.05
N 3.61 2.12 0.62 -0.51
Cl -2.21 -0.07 -0.05 0.06
Cl -4.47 -1.76 0.54 0.06
H -1.21 -4.84 -1.93 0.21
C 1.61 2.88 0.05 -0.31
H -0.02 -6.11 -3.73 0.41
H 2.19 -6.98 -3.09 0.21
H 3.10 0.17 1.26 0.21
H 0.80 3.51 -0.27 0.23
C 2.94 3.23 0.19 -0.08
H 0.53 -4.76 0.20 0.22
C -1.14 5.39 1.62 -0.31
H 0.54 1.02 0.52 0.22
C 2.73 1.07 0.81 -0.09
H -2.80 6.41 0.61 0.21
N 0.34 -5.99 -2.81 -0.51
C 1.58 -6.42 -2.40 -0.08
H 3.45 4.15 -0.03 0.21
H -2.26 2.27 1.34 0.21
H 2.64 -6.16 -0.49 0.22
C 0.58 -5.34 -0.71 -0.31
C -2.32 5.49 0.91 -0.07
H -0.50 6.19 1.91 0.22
C -2.80 -1.74 -0.01 -0.22
Cl -2.63 -2.48 -1.59 0.06
H -3.82 4.12 0.44 0.41
C -2.05 3.33 1.31 -0.09
```